Record 1
A gas-phase ion, CH8N4P (charge +1), computed with the ωB97M-V functional and the def2-TZVPD basis.

Summary:
Kohn-Sham gap ... 10.0 eV
Charge ... +1
Energy ... -16407.6922 eV
Max |F| ... 5.72 eV Å⁻¹
SMILES ... NN/C(N)=[NH+]/P

Last column: Mulliken charge in e.
Element x y z (Å)
1 C 0.02 -0.19 0.22  0.570
2 N -0.91 -0.96 0.82  -0.404
3 N 0.80 0.63 0.87  0.223
4 N 0.08 -0.24 -1.27  -0.360
5 N 0.76 0.75 2.24  -0.820
6 P -1.34 -0.65 -2.23  -0.078
7 H -1.37 -1.86 0.43  0.291
8 H 1.51 0.97 0.31  0.184
9 H 0.73 0.40 -1.66  0.282
10 H -0.13 1.17 2.60  0.292
11 H 1.54 1.46 2.64  0.334
12 H -0.75 -0.92 1.80  0.279
13 H -0.89 -2.05 -2.14  0.094
14 H -0.61 -0.43 -3.42  0.113

---

Record 2
2 unconnected molecules or ions with the total composition C3H9NO3, computed with the ωB97M-V functional and the def2-TZVPD basis.

Summary:
Kohn-Sham gap ... 10.3 eV
Energy ... -10887.6322 eV
Max |F| ... 5.34 eV Å⁻¹
SMILES ... O=CCNCO.O

Last column: Mulliken charge in e.
Element x y z (Å)
1 O -0.03 2.39 0.66  -0.497
2 C -0.01 1.20 1.12  -0.088
3 C 0.15 0.06 0.22  -0.184
4 N -0.19 -1.17 0.98  -0.504
5 C -0.48 -2.30 0.18  -0.294
6 O 0.75 -2.99 -0.10  -0.473
7 H -0.13 1.03 2.25  0.323
8 H 1.14 -0.12 -0.18  0.243
9 H -0.44 0.34 -0.62  0.339
10 H -0.97 -0.96 1.57  0.254
11 H -1.21 -2.97 0.73  0.275
12 H -1.12 -1.86 -0.67  0.284
13 H 1.33 -2.39 0.28  0.317
14 H 0.66 2.76 -2.70  0.289
15 H 0.35 3.48 -1.37  0.348
16 O 0.21 3.48 -2.36  -0.632

---

Record 3
A gas-phase ion, C7H15N (charge -1), computed with the ωB97M-V functional and the def2-TZVPD basis.

Summary:
Kohn-Sham gap (alpha / beta) ... 2.6 / 9.4 eV
Charge ... -1
Energy ... -8989.5104 eV
Spin multiplicity ... 2
Max |F| ... 2.97 eV Å⁻¹

Last column: Löwdin spin population.
Element x y z (Å)
1 C -2.16 0.52 1.20  0.105
2 C -1.13 -0.66 0.81  0.019
3 C 0.28 -0.11 0.91  0.041
4 C 0.69 0.90 -0.17  0.134
5 C 2.80 0.63 -1.44  0.170
6 C 1.51 0.30 -1.30  0.057
7 C 0.71 -0.40 -2.39  0.097
8 N -1.30 -1.73 1.85  0.010
9 H -3.15 0.61 0.76  0.021
10 H -2.45 0.25 2.22  0.009
11 H -1.71 1.50 1.04  0.034
12 H -1.44 -1.16 -0.10  0.007
13 H 0.34 0.41 1.87  0.030
14 H 1.03 -0.93 0.86  0.003
15 H 1.24 1.66 0.42  0.065
16 H -0.17 1.50 -0.50  0.048
17 H 3.44 0.40 -2.28  0.028
18 H 3.10 1.34 -0.65  0.048
19 H 0.69 0.20 -3.30  0.046
20 H -0.24 -0.64 -1.87  0.010
21 H 1.11 -1.37 -2.69  0.007
22 H -0.93 -1.28 2.68  0.007
23 H -2.26 -1.94 2.09  0.005

---

Record 4
A gas-phase ion, C8H15N2O2 (charge +1), computed with the ωB97M-V functional and the def2-TZVPD basis.

Summary:
Kohn-Sham gap ... 9.6 eV
Charge ... +1
Energy ... -15606.5078 eV
Max |F| ... 3.65 eV Å⁻¹
SMILES ... CC1(C)OCC/C1=[NH+]\CC(N)=O

Last column: Mulliken charge in e.
Element x y z (Å)
1 C -2.83 0.16 -0.26  0.330
2 C -2.25 -0.90 0.74  -0.600
3 C -0.21 1.38 0.62  -0.888
4 C 1.15 2.01 0.12  -0.688
5 C -0.03 -0.05 0.24  0.263
6 C 1.44 -0.19 -0.11  1.347
7 C 2.14 -0.57 1.16  -1.839
8 C 1.92 -1.11 -1.28  -1.342
9 N -2.33 0.03 -1.49  -0.280
10 N -0.82 -1.05 0.42  -0.020
11 O -3.57 1.10 0.07  -0.559
12 O 1.87 1.09 -0.61  -0.461
13 H -2.38 -0.59 1.75  0.303
14 H -2.81 -1.79 0.63  0.430
15 H -0.45 1.71 1.61  0.423
16 H -1.02 1.65 0.04  0.468
17 H 0.97 2.89 -0.41  0.445
18 H 1.72 2.14 1.03  0.329
19 H 2.01 0.21 1.85  0.454
20 H 3.13 -0.67 0.99  0.483
21 H 1.81 -1.50 1.51  0.442
22 H 1.98 -2.22 -0.97  0.315
23 H 3.00 -0.72 -1.62  0.362
24 H 1.14 -0.97 -2.07  0.372
25 H -2.67 0.84 -2.10  0.284
26 H -0.65 -1.98 0.04  0.371
27 H -2.26 -0.91 -1.88  0.256

---

Record 5
2 unconnected molecules or ions with the total composition C3H6N2O, computed with the ωB97M-V functional and the def2-TZVPD basis.

Summary:
Kohn-Sham gap ... 8.1 eV
Energy ... -8234.3195 eV
Max |F| ... 1.14 eV Å⁻¹
SMILES ... N#CC=O.CN

Last column: Mulliken charge in e.
Element x y z (Å)
1 C 1.54 -0.58 0.22  -0.670
2 N 1.32 0.44 -0.80  -0.624
3 C -1.86 -0.20 -0.52  0.274
4 N -1.90 -0.86 -1.47  -0.308
5 C -1.85 0.63 0.71  0.072
6 O -1.17 1.62 0.80  -0.385
7 H 0.62 -1.01 0.68  0.206
8 H 2.14 -0.15 1.03  0.288
9 H 2.10 -1.41 -0.21  0.295
10 H 0.78 1.21 -0.42  0.267
11 H 0.77 0.05 -1.56  0.266
12 H -2.50 0.26 1.52  0.321

---

Record 6
A molecular structure, C18H18AsF11N8S4Ti, computed with the ωB97M-V functional and the def2-TZVPD basis.

Summary:
Kohn-Sham gap ... 8.1 eV
Energy ... -188072.7782 eV
Max |F| ... 1.92 eV Å⁻¹

Last column: Mulliken charge in e.
Element x y z (Å)
1 Ti -0.07 -0.45 -0.04  1.082
2 N -0.66 1.68 3.22  -0.215
3 C -1.20 2.06 2.04  0.139
4 N -0.79 1.59 0.88  0.287
5 C -1.41 2.30 -0.15  -0.432
6 C -2.35 3.18 0.22  -0.531
7 S -2.44 3.24 1.94  -0.260
8 C -0.85 2.08 -1.47  -0.544
9 C -0.85 2.94 -2.50  -0.181
10 S 0.09 2.31 -3.80  -0.270
11 C 0.46 0.91 -2.86  0.120
12 N -0.10 0.90 -1.67  0.883
13 N 1.22 -0.06 -3.36  -0.169
14 H 0.28 1.32 3.19  0.119
15 H -0.93 2.17 4.05  0.232
16 H -2.99 3.79 -0.40  0.529
17 H -1.31 3.91 -2.55  0.490
18 H 1.67 0.04 -4.25  0.255
19 H 1.41 -0.87 -2.77  -0.122
20 C -2.44 -2.56 1.83  -0.916
21 N -1.04 -2.06 1.95  1.440
22 C -0.16 -3.27 1.86  -1.042
23 N -0.46 -4.26 2.89  0.131
24 C -1.85 -4.67 2.73  -0.699
25 N -2.78 -3.54 2.85  0.143
26 C -2.58 -2.94 4.17  -0.691
27 N -1.21 -2.48 4.37  0.103
28 C -0.90 -1.51 3.32  -0.877
29 C -0.31 -3.63 4.20  -0.623
30 H -2.57 -2.99 0.84  0.086
31 H -3.12 -1.70 1.92  0.213
32 H 0.88 -2.94 1.96  0.034
33 H -0.29 -3.71 0.88  0.377
34 H -2.10 -5.41 3.50  0.305
35 H -1.98 -5.13 1.75  0.352
36 H -2.83 -3.67 4.94  0.337
37 H -3.26 -2.09 4.27  0.348
38 H 0.13 -1.17 3.45  0.055
39 H -1.57 -0.66 3.42  0.396
40 H -0.54 -4.37 4.98  0.351
41 H 0.72 -3.30 4.33  0.343
42 S 0.82 -2.11 -1.00  -0.748
43 F -2.33 -3.35 -6.01  -0.309
44 C -2.35 -2.76 -4.81  0.701
45 C -2.14 -3.51 -3.66  -0.084
46 F -1.93 -4.82 -3.76  -0.299
47 C -2.16 -2.89 -2.43  -0.315
48 F -1.96 -3.67 -1.36  -0.203
49 C -2.36 -1.53 -2.28  0.768
50 S -2.40 -0.75 -0.70  -0.359
51 C -2.61 -0.82 -3.45  0.263
52 F -2.89 0.49 -3.42  -0.414
53 C -2.59 -1.41 -4.70  0.282
54 F -2.81 -0.68 -5.80  -0.314
55 F 1.08 -0.32 1.62  -0.642
56 As 2.79 0.47 1.36  2.314
57 F 3.36 -1.11 1.14  -0.454
58 F 2.25 0.55 -0.30  -0.369
59 F 4.29 1.18 1.05  -0.454
60 F 2.01 1.97 1.59  -0.460
61 F 2.96 0.35 3.05  -0.481

---

Record 7
A molecular structure, C17H33AsN4O3PRuS2Si2, computed with the ωB97M-V functional and the def2-TZVPD basis.

Summary:
Kohn-Sham gap ... 5.3 eV
Charge ... +1
Energy ... -140400.2023 eV
Max |F| ... 0.53 eV Å⁻¹

Last column: Mulliken charge in e.
Element x y z (Å)
1 Ru -0.63 0.46 0.38  -0.229
2 S -1.19 1.74 -1.45  -0.305
3 C -2.00 2.83 -0.39  0.784
4 S -1.72 2.26 1.24  -0.549
5 C -2.73 3.93 -0.73  0.691
6 C -2.88 4.29 -2.10  -0.147
7 N -2.96 4.53 -3.22  -0.446
8 C -3.38 4.69 0.29  -0.243
9 N -3.89 5.26 1.16  -0.452
10 C -1.30 -1.53 -2.69  -1.198
11 C -0.51 -2.08 -1.56  -0.135
12 N -0.15 -1.48 -0.44  1.499
13 C 0.53 -2.41 0.32  -0.681
14 C 0.59 -3.58 -0.35  -0.995
15 N -0.07 -3.36 -1.53  0.122
16 H -1.76 -0.58 -2.41  0.075
17 H -2.10 -2.22 -2.95  0.371
18 H -0.68 -1.38 -3.57  0.319
19 H 0.93 -2.17 1.29  0.314
20 H 1.02 -4.53 -0.10  0.465
21 H -0.22 -4.03 -2.27  0.209
22 C -4.15 -2.65 0.00  -0.821
23 O -2.89 -1.95 0.02  -0.163
24 P -2.82 -0.45 0.55  1.221
25 O -3.99 0.24 -0.24  -0.415
26 C -4.96 1.18 0.28  -0.789
27 O -3.41 -0.49 2.03  -0.416
28 C -2.56 -0.73 3.16  -0.591
29 H -4.62 -2.60 0.98  0.306
30 H -3.91 -3.69 -0.24  0.274
31 H -4.80 -2.23 -0.75  0.305
32 H -5.21 1.84 -0.55  0.263
33 H -4.54 1.75 1.10  0.406
34 H -5.84 0.63 0.60  0.299
35 H -3.07 -0.34 4.03  0.281
36 H -1.60 -0.21 3.05  0.125
37 H -2.38 -1.80 3.28  0.273
38 C 4.01 -1.17 1.74  -0.971
39 Si 2.93 0.31 2.09  0.381
40 C 1.65 -0.05 3.41  -1.003
41 C 3.93 1.82 2.50  -1.051
42 As 1.67 0.91 0.16  0.398
43 Si 2.94 0.65 -1.83  0.283
44 C 4.56 1.50 -1.52  -1.038
45 C 3.16 -1.19 -2.09  -0.770
46 C 1.98 1.42 -3.21  -0.931
47 H 4.52 -1.48 2.66  0.420
48 H 4.77 -0.94 1.00  0.280
49 H 3.43 -2.03 1.38  0.287
50 H 2.14 -0.22 4.37  0.498
51 H 1.06 -0.94 3.18  0.244
52 H 0.97 0.80 3.53  0.264
53 H 4.52 1.63 3.40  0.349
54 H 3.29 2.68 2.70  0.327
55 H 4.62 2.08 1.70  0.315
56 H 5.11 1.04 -0.69  0.274
57 H 4.43 2.56 -1.29  0.336
58 H 5.19 1.43 -2.41  0.370
59 H 3.69 -1.65 -1.26  0.260
60 H 3.73 -1.36 -3.00  0.476
61 H 2.19 -1.69 -2.20  0.104
62 H 1.77 2.48 -3.02  0.304
63 H 1.02 0.92 -3.37  0.192
64 H 2.55 1.35 -4.14  0.379

---

Record 8
A molecular structure, C31H27BrF6N5O5PrSSb, computed with the ωB97M-V functional and the def2-TZVPD basis.

Summary:
Kohn-Sham gap (alpha / beta) ... 8.3 / 6.2 eV
Energy ... -168072.8297 eV
Spin multiplicity ... 4
Max |F| ... 1.68 eV Å⁻¹

Last column: Löwdin spin population.
Element x y z (Å)
1 Pr -0.92 0.85 -1.49  2.024
2 O 0.57 5.11 -1.92  0.000
3 C -0.11 4.13 -1.75  0.000
4 N -0.25 3.02 -2.54  -0.004
5 C 0.17 3.11 -3.84  0.000
6 O 0.41 4.11 -4.48  0.000
7 C 0.31 1.77 -4.54  0.000
8 C 0.51 1.72 -5.92  0.000
9 C 0.63 0.49 -6.52  0.000
10 C 0.58 -0.66 -5.74  0.000
11 C 0.39 -0.52 -4.38  0.000
12 N 0.24 0.67 -3.80  -0.002
13 C -0.91 4.07 -0.45  0.000
14 C -0.90 5.17 0.40  0.000
15 C -1.65 5.11 1.57  0.000
16 C -2.38 3.97 1.85  0.000
17 C -2.32 2.91 0.96  0.000
18 N -1.60 2.97 -0.16  -0.003
19 H 0.56 2.65 -6.46  0.000
20 H 0.78 0.41 -7.59  0.000
21 H 0.69 -1.65 -6.18  0.000
22 H 0.35 -1.39 -3.73  0.000
23 H -0.31 6.02 0.11  0.000
24 H -1.66 5.95 2.25  0.000
25 H -2.97 3.88 2.75  0.000
26 H -2.85 1.98 1.15  0.000
27 C 0.70 -4.86 2.78  0.000
28 C -0.78 -4.53 2.81  0.000
29 N -1.25 -4.00 1.53  0.005
30 C -1.83 -4.95 0.59  0.032
31 C -3.32 -5.11 0.76  0.005
32 C -1.13 -2.70 1.26  0.040
33 S -1.76 -2.12 -0.25  0.646
34 N -0.59 -1.91 2.18  0.017
35 C -0.53 -0.61 1.92  0.010
36 O -1.01 -0.05 0.90  0.200
37 C 0.17 0.23 2.94  0.009
38 C 0.37 1.59 2.73  0.000
39 C 1.04 2.35 3.67  0.000
40 C 1.50 1.76 4.84  -0.001
41 C 1.31 0.40 5.06  0.001
42 C 0.65 -0.36 4.12  0.000
43 H 1.00 -5.30 3.73  0.000
44 H 1.29 -3.97 2.60  0.000
45 H 0.92 -5.59 1.99  0.000
46 H -1.00 -3.79 3.58  0.000
47 H -1.39 -5.41 3.01  0.000
48 H -1.31 -5.90 0.75  0.001
49 H -1.57 -4.64 -0.43  0.019
50 H -3.57 -5.45 1.77  0.000
51 H -3.70 -5.86 0.06  0.000
52 H -3.85 -4.18 0.58  0.003
53 H 0.04 2.05 1.81  0.000
54 H 1.20 3.40 3.49  0.000
55 H 2.02 2.36 5.58  0.000
56 H 1.67 -0.06 5.97  0.000
57 H 0.49 -1.42 4.27  0.000
58 Br 5.64 -2.93 0.34  0.000
59 C 4.87 -1.19 0.37  0.000
60 C 5.59 -0.14 0.91  0.000
61 C 5.02 1.12 0.94  0.000
62 C 3.74 1.33 0.43  0.000
63 C 3.05 0.27 -0.11  0.000
64 C 3.61 -1.01 -0.15  0.000
65 C 1.66 0.46 -0.62  0.000
66 O 1.05 -0.50 -1.19  -0.002
67 O 1.08 1.56 -0.43  -0.005
68 H 6.58 -0.31 1.31  0.000
69 H 5.58 1.95 1.36  0.000
70 H 3.29 2.31 0.46  0.000
71 H 3.05 -1.82 -0.58  0.000
72 F -2.29 -0.73 -2.91  0.001
73 Sb -3.95 0.24 -2.79  0.000
74 F -3.34 0.53 -0.99  0.002
75 F -4.79 -1.34 -2.23  0.000
76 F -5.46 1.31 -2.52  0.000
77 F -4.33 -0.05 -4.60  0.000
78 F -2.80 1.71 -3.13  0.000

---

Going through the records in order, we get relative energy (zero: lowest compared OMol25 entry of this formula, charge and spin) values of 2.666, 2.949, 1.046, 0.212, 2.379, 0.660, 0.824, 0.000 eV.